A 6-piece molecular cluster, C32H35F16N2O12PS overall at a distorted geometry. Source: OMol25; level of theory: wB97M-V/def2-TZVPD.

```
99
Properties=species:S:1:pos:R:3:forces:R:3
N 8.44545 -1.51903 -2.23689 -0.7266 0.3723 -0.1261
P 8.35723 -0.49928 -3.40013 -0.1278 -2.1195 1.9288
O 8.82248 -1.27702 -4.73845 0.3197 1.9563 0.2948
O 9.38156 0.71780 -3.20108 -0.2392 0.1294 -0.8657
N 6.79932 0.23259 -3.56031 1.3357 0.3063 -1.9313
C 5.82176 -0.64796 -4.14198 -0.5597 -0.4470 0.6013
C 4.96636 -1.31678 -3.28695 -0.0515 0.2081 1.0232
C 3.97769 -2.15045 -3.74913 -0.6906 -0.6752 -0.1519
C 3.82729 -2.36800 -5.10821 0.1839 0.1464 -0.1019
C 4.67274 -1.69787 -5.96976 -0.3430 -0.3938 -1.0050
C 5.64646 -0.84969 -5.50042 1.1443 1.1317 -0.1328
S 6.71393 0.07039 -6.60532 -0.3027 0.1923 -0.1019
C 6.88860 1.58602 -5.66396 -0.3271 -1.0108 -0.4449
C 6.98458 2.81114 -6.30300 -0.0517 -0.2814 -0.1250
C 7.08928 3.94131 -5.52069 0.1516 0.2628 -1.1247
C 7.11994 3.85078 -4.15315 0.0308 1.1738 1.3449
C 7.01462 2.63918 -3.52398 -0.1816 -0.4368 -0.7122
F 7.00731 2.52284 -2.19574 0.1115 0.2929 0.0779
C 6.89837 1.48969 -4.28852 -0.2295 -0.3330 1.1056
H 7.54061 -1.60352 -1.78226 0.2645 -0.1388 0.2637
H 9.27972 -0.61112 -5.28315 -0.1010 -0.5064 -0.4407
H 9.66113 0.72749 -2.27545 -0.0602 -0.1349 -0.0339
H 5.04791 -1.16201 -2.21157 0.1321 0.0772 -0.2290
H 3.30221 -2.64325 -3.05997 0.2197 0.0636 -0.0366
H 3.06879 -3.02027 -5.52943 0.0508 0.0446 0.2549
H 4.55520 -1.85181 -7.04142 0.1024 0.1654 0.1605
H 6.96631 2.85916 -7.38762 -0.0555 0.0490 0.1732
H 7.14174 4.89163 -6.04511 0.0518 0.0219 0.3880
H 7.20312 4.73978 -3.52835 -0.0139 -0.1385 -0.1956
C 2.34582 -7.60875 0.69018 0.2443 0.2562 0.0461
C 1.16942 -6.93370 0.01887 -0.0334 -0.7125 0.0700
O 1.20998 -5.50790 0.22547 -0.0881 0.3844 -0.0477
C 1.97289 -4.81870 -0.61242 -0.1793 -0.8223 -0.0100
O 2.61946 -5.27210 -1.50969 0.0967 0.4084 -0.0607
C 1.87340 -3.32148 -0.29635 0.0953 0.9700 0.3833
F 1.92572 -3.07239 1.01816 -0.0084 -0.2660 -0.0097
F 0.71466 -2.80769 -0.74352 -0.0369 -0.2721 -0.1489
F 2.86053 -2.62727 -0.86373 -0.0236 -0.2956 -0.0292
H 2.38438 -7.34626 1.74813 -0.1000 -0.0778 0.0074
H 2.26765 -8.69151 0.59767 -0.0442 0.0173 -0.0161
H 3.28797 -7.28972 0.24360 -0.0362 -0.0666 -0.0851
H 0.23724 -7.27744 0.46338 -0.0414 0.2774 0.0703
H 1.12666 -7.16572 -1.04469 0.1106 0.2252 -0.0338
C -0.50485 0.49568 1.31559 -0.2487 0.2591 0.0626
C -1.23735 -0.52014 0.46617 0.7335 -0.0887 0.1259
O -2.66510 -0.34975 0.58080 -0.4060 -0.0598 -0.0861
C -3.21140 0.56855 -0.20413 0.8215 -0.2696 0.0488
O -2.63258 1.26068 -0.98781 -0.3833 0.1656 -0.0462
C -4.73075 0.58571 0.00386 -0.9394 0.1168 0.1855
F -5.06848 0.51720 1.30114 0.2481 -0.0013 0.0131
F -5.31242 -0.46011 -0.60498 0.3095 0.1234 -0.2173
F -5.29109 1.69399 -0.48245 0.5648 -0.4699 -0.3620
H -0.84489 0.44558 2.35037 0.0775 -0.1078 -0.0027
H 0.56905 0.31268 1.28739 -0.0198 -0.0441 -0.0237
H -0.69341 1.51043 0.96318 0.0747 -0.0308 -0.0851
H -1.02109 -1.52559 0.82097 -0.3003 -0.0230 0.0398
H -0.92649 -0.47055 -0.57668 -0.2241 0.1242 -0.0405
C -6.04574 3.98801 0.86036 -0.0356 0.7240 0.1234
C -6.21947 3.90589 2.36109 -0.1493 -0.5421 -0.3784
O -5.57339 5.01450 3.01619 0.1093 0.2253 0.2996
C -6.27071 6.14219 3.08947 -0.2251 -0.7390 -0.2779
O -7.37414 6.31444 2.66476 0.0703 0.3502 0.1276
C -5.46137 7.19831 3.85295 0.4294 0.7541 0.3938
F -4.17513 7.21268 3.47177 -0.0468 -0.1583 -0.1018
F -5.48079 6.95822 5.17360 -0.1043 -0.2570 -0.0902
F -5.94288 8.42512 3.66957 -0.1869 -0.1942 -0.1781
H -4.98934 4.06073 0.59989 -0.0014 -0.1349 0.0186
H -6.46791 3.11560 0.38503 -0.1775 0.0351 0.0695
H -6.53871 4.87414 0.45755 -0.0707 -0.0238 0.0728
H -5.73850 3.00656 2.74315 0.1584 0.1750 0.1528
H -7.27110 3.85419 2.64139 0.0191 0.2508 0.0458
C -0.73698 6.46440 6.44248 0.1655 -0.2454 0.1986
C -1.50960 5.70703 5.38419 -0.1217 0.7016 0.0427
O -0.97104 4.38275 5.20657 0.0193 -0.3570 -0.1274
C -1.40144 3.45897 6.05759 -0.2437 0.7730 -0.0900
O -2.18341 3.63340 6.94442 0.0797 -0.3743 0.0676
C -0.78001 2.09949 5.70901 0.4302 -0.7135 -0.0272
F 0.52405 2.20312 5.42394 -0.0818 0.1741 0.0089
F -1.38281 1.56212 4.63411 -0.1272 0.2065 0.0113
F -0.90182 1.23279 6.71121 -0.1527 0.2116 0.0491
H 0.32679 6.48002 6.20129 -0.0362 0.0829 -0.0889
H -1.09763 7.48990 6.51734 -0.0244 -0.0192 -0.0413
H -0.83945 5.98832 7.41809 -0.1067 0.0449 -0.0066
H -1.41150 6.20782 4.42278 0.1040 -0.2538 -0.0951
H -2.57262 5.66167 5.61856 0.0459 -0.2233 0.0756
C -5.83259 -3.03388 0.73584 0.1586 -0.3555 0.3175
C -6.53528 -3.86931 -0.31128 -0.1469 0.6696 0.0230
O -5.90159 -5.15484 -0.45179 0.0398 -0.3479 -0.1239
C -6.27425 -6.08791 0.41704 -0.2783 0.7392 -0.0965
O -7.07837 -5.94967 1.29028 0.1020 -0.3555 0.0739
C -5.54951 -7.40563 0.10964 0.4369 -0.7112 -0.0568
F -4.25106 -7.21042 -0.16170 -0.0798 0.1756 0.0291
F -6.09404 -8.01104 -0.95590 -0.1243 0.2067 0.0086
F -5.61950 -8.25368 1.13330 -0.1484 0.2128 0.0584
H -4.76972 -2.94719 0.50602 -0.0413 0.0977 -0.0896
H -6.26468 -2.03888 0.78330 -0.0588 -0.0429 0.0022
H -5.91237 -3.49321 1.72195 -0.1076 -0.0025 -0.0253
H -6.46184 -3.38670 -1.28461 0.1431 -0.2311 -0.0788
H -7.59513 -3.98552 -0.08697 0.0650 -0.2263 0.0975
```
Positions in Å, forces in eV/Å.

Properties
spin multiplicity: 1
LUMO energy: 0.273 eV
maximum force: 0.056 hartree/bohr
E: -4590.330554 a.u.
SMILES: N=P(O)(O)N1c2ccccc2Sc2cccc(F)c21.CCOC(=O)C(F)(F)F.CCOC(=O)C(F)(F)F.CCOC(=O)C(F)(F)F.CCOC(=O)C(F)(F)F.CCOC(=O)C(F)(F)F
charge: 0
gap between HOMO and LUMO: 8.76 eV

=====

C10H16N2O5 in the gas phase at a distorted geometry. Source: OMol25; level of theory: wB97M-V/def2-TZVPD.

```
33
Properties=species:S:1:pos:R:3:forces:R:3
O 2.53440 -0.07773 -0.22584 -0.2413 -0.1092 1.7001
C 2.54385 -0.18002 0.99150 0.1665 0.4562 -0.6552
O 3.54554 -0.84297 1.64605 -0.7873 0.2529 -0.2394
C 1.47725 0.43848 1.97450 1.8796 1.2380 -0.2737
C 0.65177 -0.63623 2.61179 -0.3518 -2.4002 0.3842
C -0.66760 -0.69607 1.93611 -0.4338 0.1076 -4.0410
N -0.38405 -0.69999 0.43839 -1.0044 -0.2595 1.4777
C -1.35380 -1.24998 -0.35936 1.7247 0.1748 0.2167
O -1.92409 -2.21826 0.11663 -1.3643 0.4501 -1.4835
C -1.43253 -0.58060 -1.79624 -0.3403 0.3769 0.1327
C -0.16882 -0.89385 -2.68254 0.2442 1.0621 0.5380
C 0.40847 0.51448 -3.09309 -1.4023 0.4609 -1.5838
C -0.38609 1.61299 -2.33109 1.8441 -1.4441 1.0623
N -1.53155 0.89227 -1.92313 -1.1970 -0.3130 0.8124
C -1.71285 0.39274 2.12664 0.2646 4.8198 1.3080
O -2.21378 1.09624 1.28609 0.0617 -1.5000 -1.2461
O -1.87663 0.95405 3.40193 1.2637 -2.3637 0.6174
H 4.12411 -1.28333 0.99336 -0.3741 0.3717 0.0949
H 0.84363 1.18051 1.37674 1.1043 -0.8436 1.0305
H 2.05121 0.95039 2.79286 -0.3976 -0.1241 -0.9991
H 1.15680 -1.66688 2.49024 -0.8276 1.5650 0.1663
H 0.38786 -0.56509 3.65151 0.7093 0.6105 0.7425
H -1.22666 -1.58106 2.01269 -0.3163 -1.6580 0.8123
H 0.31686 -0.12478 0.03464 0.1403 0.8219 -0.2318
H -2.37705 -0.93828 -2.18977 0.0627 -0.6024 -0.3199
H -0.40505 -1.39791 -3.61264 -0.3117 -0.3190 0.1883
H 0.58752 -1.48813 -2.15668 -0.2826 0.1000 0.0484
H 1.47693 0.63211 -2.99148 0.2192 -0.1676 0.0317
H 0.10896 0.61867 -4.16432 0.6605 0.0506 0.6012
H -0.72752 2.51435 -2.81961 0.3588 0.1225 -0.7647
H 0.27215 1.93925 -1.49182 -0.2638 0.0642 -0.0523
H -2.11895 1.48094 -1.34483 -0.3153 -1.0210 0.3211
H -1.98029 1.90370 3.30076 -0.4929 0.0196 -0.3958
```
Positions in Å, forces in eV/Å.

Properties
spin multiplicity: 1
LUMO energy: 0.428 eV
maximum force: 0.097 hartree/bohr
E: -876.340114 a.u.
SMILES: O=C(O)CC[C@H](NC(=O)[C@@H]1CCCN1)C(=O)O
charge: 0
energy relative to the best compared isomer or geometry (same formula, charge and spin): 57.9 kcal/mol
gap between HOMO and LUMO: 8.61 eV

=====

C7H8O2S in the gas phase at a distorted geometry. Source: OMol25; level of theory: wB97M-V/def2-TZVPD.

```
18
Properties=species:S:1:pos:R:3:forces:R:3
C 2.71720 1.12724 -0.41082 3.4350 -0.2573 1.0200
C 1.57446 0.85096 -0.65829 0.7854 0.5968 0.3937
C -0.25669 -1.97952 0.77906 -0.3672 0.0196 1.8596
C -0.12205 -2.30760 -0.51270 -0.8696 -0.9667 0.3543
C -0.02727 -0.61506 1.26663 1.6029 0.8868 -2.8032
C 0.27029 0.45453 -0.76338 -1.3765 -3.6337 1.3000
C -0.92406 1.31929 -0.76470 -2.0419 -0.9801 -2.4352
O -0.95981 -0.04259 1.99582 -2.8508 -1.0149 0.0891
O -0.87641 2.51050 -0.07622 1.0339 1.3659 -0.5017
S 0.09033 -1.12695 -1.74369 0.1154 1.4129 -0.1953
H 3.81527 1.11866 -0.06976 -2.5746 0.3543 -0.9306
H -0.67263 -2.60486 1.64487 0.7454 0.2229 -1.7327
H -0.33177 -3.34155 -0.88659 0.3813 1.0139 0.3699
H 0.97048 -0.16202 1.33412 -0.4764 -0.5008 0.7505
H -1.79818 0.73403 -0.40882 0.4471 0.2566 0.1760
H -1.20014 1.47947 -1.85255 0.0828 0.1600 0.7224
H -1.85656 -0.53569 1.82117 2.3341 1.3674 0.5154
H -0.41247 3.12116 -0.69415 -0.4061 -0.3036 1.0478
```
Positions in Å, forces in eV/Å.

Properties
spin multiplicity: 1
LUMO energy (spin up / spin down): 0.127 / 0.129 eV
maximum force: 0.080 hartree/bohr
E: -819.998099 a.u.
charge: 0
energy relative to the best compared isomer or geometry (same formula, charge and spin): 117.7 kcal/mol
gap between HOMO and LUMO (spin up / spin down): 7.47 / 7.47 eV

=====

C2H4N2O2S in the gas phase at a distorted geometry. Source: OMol25; level of theory: wB97M-V/def2-TZVPD.

```
11
Properties=species:S:1:pos:R:3:forces:R:3
C 0.71358 1.92183 -0.29863 2.5495 0.0461 0.3882
C 0.41430 0.65061 -0.06444 -4.6243 1.3237 0.5128
S -1.67798 0.17212 0.14571 1.8655 1.5473 -0.1728
N -1.86886 -1.45420 0.14665 -1.2614 0.6318 1.9492
N 1.09421 -0.55949 0.02281 1.9395 0.9094 -0.6671
O 2.14525 -0.52389 0.62124 0.6007 -0.4800 0.6581
O 0.62415 -1.52294 -0.52308 -0.0389 -1.2439 -0.5980
H 0.03004 2.71529 -0.01783 -0.4567 -0.2983 -0.4947
H 1.76440 2.34592 -0.56123 -1.8049 -1.2796 0.4216
H -1.97023 -1.92840 1.06125 0.6298 0.3847 -1.0293
H -1.26886 -1.81684 -0.53244 0.6012 -1.5411 -0.9680
```
Positions in Å, forces in eV/Å.

Properties
spin multiplicity: 1
LUMO energy: -0.790 eV
maximum force: 0.094 hartree/bohr
E: -736.592170 a.u.
SMILES: C=C(SN)[N+](=O)[O-]
charge: 0
energy relative to the best compared isomer or geometry (same formula, charge and spin): 133.5 kcal/mol
gap between HOMO and LUMO: 8.12 eV